{"formula": "C60H153N7O20", "method": "wB97M-V/def2-TZVPD", "species": ["C", "C", "C", "O", "H", "H", "H", "H", "H", "H", "H", "H", "C", "C", "C", "O", "H", "H", "H", "H", "H", "H", "H", "H", "C", "C", "C", "O", "H", "H", "H", "H", "H", "H", "H", "H", "C", "C", "C", "O", "H", "H", "H", "H", "H", "H", "H", "H", "C", "C", "C", "O", "H", "H", "H", "H", "H", "H", "H", "H", "C", "C", "C", "O", "H", "H", "H", "H", "H", "H", "H", "H", "C", "O", "C", "C", "N", "C", "C", "O", "C", "H", "H", "H", "H", "H", "H", "H", "H", "H", "H", "H", "H", "H", "H", "H", "C", "O", "C", "C", "N", "C", "C", "O", "C", "H", "H", "H", "H", "H", "H", "H", "H", "H", "H", "H", "H", "H", "H", "H", "C", "O", "C", "C", "N", "C", "C", "O", "C", "H", "H", "H", "H", "H", "H", "H", "H", "H", "H", "H", "H", "H", "H", "H", "C", "O", "C", "C", "N", "C", "C", "O", "C", "H", "H", "H", "H", "H", "H", "H", "H", "H", "H", "H", "H", "H", "H", "H", "C", "O", "C", "C", "N", "C", "C", "O", "C", "H", "H", "H", "H", "H", "H", "H", "H", "H", "H", "H", "H", "H", "H", "H", "C", "O", "C", "C", "N", "C", "C", "O", "C", "H", "H", "H", "H", "H", "H", "H", "H", "H", "H", "H", "H", "H", "H", "H", "C", "O", "C", "C", "N", "C", "C", "O", "C", "H", "H", "H", "H", "H", "H", "H", "H", "H", "H", "H", "H", "H", "H", "H"], "xyz": [[-2.2577, -8.2470, -4.2313], [-3.4888, -7.3595, -4.3755], [-4.2200, -7.4927, -5.6983], [-4.4902, -7.6011, -3.3441], [-1.5618, -7.7990, -3.5237], [-1.7858, -8.0075, -5.1955], [-2.3386, -9.3249, -4.1292], [-3.1750, -6.3209, -4.2529], [-3.5588, -7.2060, -6.5260], [-5.0859, -6.8337, -5.7423], [-4.5591, -8.4982, -5.9560], [-4.3750, -8.5103, -3.0558], [-6.4898, -3.0754, -2.7265], [-5.5946, -4.2980, -2.6588], [-5.8759, -5.1479, -1.4320], [-5.9813, -5.0722, -3.8149], [-7.5478, -3.2978, -2.6339], [-6.2498, -2.4852, -3.6139], [-6.2203, -2.3677, -1.9300], [-4.5315, -4.0332, -2.6468], [-6.9440, -5.3237, -1.2997], [-5.4788, -4.6738, -0.5252], [-5.3505, -6.1008, -1.4106], [-5.4440, -5.8774, -3.8092], [-0.4560, 0.7198, -3.6599], [-1.2967, 1.2378, -4.8300], [-2.7543, 0.8535, -4.6687], [-1.1754, 2.6579, -4.6626], [-0.7086, -0.3282, -3.4681], [-0.6971, 1.3179, -2.7819], [0.6193, 0.7621, -3.8362], [-0.8335, 0.9268, -5.7710], [-3.4581, 1.4869, -5.2127], [-3.0246, 1.0689, -3.6280], [-2.9516, -0.2001, -4.8675], [-1.5229, 3.1726, -5.3969], [-5.5531, -4.1937, 2.5802], [-5.7686, -2.8624, 3.3031], [-7.0465, -2.8523, 4.1019], [-4.6985, -2.6823, 4.2275], [-4.5198, -4.5099, 2.4466], [-6.1133, -4.2769, 1.6432], [-5.9912, -5.0102, 3.1706], [-5.7277, -2.0168, 2.6063], [-7.1696, -1.9297, 4.6789], [-7.0739, -3.6565, 4.8358], [-7.9302, -2.8322, 3.4589], [-3.8908, -2.3634, 3.7968], [-2.2624, 0.1027, 3.7640], [-1.4427, -1.1698, 3.5648], [-0.9118, -1.7620, 4.8814], [-2.2857, -2.1231, 2.9233], [-3.1780, -0.1265, 4.3062], [-2.4993, 0.5230, 2.7802], [-1.6665, 0.9094, 4.2033], [-0.5332, -0.9032, 3.0130], [-1.5325, -1.4005, 5.7064], [0.0858, -1.3854, 5.1158], [-0.8887, -2.8473, 4.8300], [-2.0109, -2.2184, 1.9943], [3.0045, 0.4188, -1.1857], [3.8448, -0.5321, -2.0606], [4.5712, 0.2220, -3.1680], [4.7509, -1.2458, -1.2315], [3.5782, 0.8204, -0.3399], [2.2738, -0.1677, -0.6277], [2.6257, 1.2620, -1.7605], [3.1351, -1.2469, -2.4756], [4.8748, -0.4327, -3.9888], [5.5130, 0.6121, -2.7696], [4.0150, 1.0495, -3.6066], [5.3352, -0.6022, -0.8184], [5.1448, 10.9962, -6.9160], [5.3861, 9.7072, -6.4201], [4.3484, 8.7959, -6.7414], [4.5702, 7.4525, -6.1058], [4.7228, 7.5714, -4.6722], [4.4673, 6.4432, -3.8197], [3.0248, 5.9578, -3.8253], [2.9430, 4.8816, -2.9176], [1.7422, 4.1497, -3.0357], [4.8126, 10.9430, -7.9608], [6.0886, 11.5398, -6.9016], [4.4108, 11.5691, -6.3397], [4.3562, 8.6640, -7.8320], [3.3880, 9.2282, -6.4364], [5.4603, 6.9998, -6.5597], [3.6633, 6.8877, -6.3298], [4.9193, 8.4766, -4.2950], [4.7110, 6.7082, -2.7884], [5.1567, 5.6234, -4.0571], [2.7323, 5.6764, -4.8457], [2.3228, 6.7553, -3.5538], [1.4344, 3.6965, -2.0971], [1.8347, 3.3698, -3.8053], [0.9486, 4.7779, -3.4557], [4.9737, 5.9430, 0.3344], [3.6613, 6.1948, 0.8097], [2.8263, 5.0655, 0.6440], [2.7104, 4.1827, 1.8884], [2.3651, 4.9571, 3.0847], [1.0448, 5.5550, 3.0010], [0.6544, 6.2243, 4.3226], [-0.4941, 7.0003, 4.0588], [-1.1777, 7.3788, 5.2316], [4.9857, 5.5948, -0.7010], [5.4764, 5.2315, 0.9958], [5.5281, 6.8819, 0.3443], [3.1206, 4.4356, -0.2030], [1.8390, 5.4580, 0.3831], [3.6661, 3.6535, 1.9574], [1.9416, 3.4155, 1.7682], [2.9911, 5.7616, 3.0736], [0.2962, 4.8044, 2.7300], [0.9197, 6.3783, 2.2831], [1.4713, 6.8897, 4.6420], [0.5589, 5.5054, 5.1446], [-0.5966, 8.0716, 5.8504], [-1.5274, 6.5059, 5.7882], [-2.0509, 7.9540, 4.9163], [-2.8192, 4.4355, 2.9783], [-3.5318, 4.1920, 1.7925], [-4.3053, 3.0311, 1.8598], [-4.4679, 2.4176, 0.4761], [-5.5438, 2.9038, -0.4142], [-5.8532, 4.3293, -0.2645], [-7.0238, 4.7259, -1.1781], [-6.5983, 5.0982, -2.4699], [-6.8119, 4.1158, -3.4672], [-2.1604, 5.2801, 2.7861], [-2.1570, 3.6116, 3.2880], [-3.4687, 4.5954, 3.8463], [-5.2737, 3.1723, 2.3607], [-3.8812, 2.2024, 2.4408], [-4.5689, 1.3318, 0.4728], [-3.4955, 2.6270, 0.0074], [-5.2191, 2.7784, -1.3652], [-4.9479, 4.9367, -0.3885], [-6.1876, 4.5105, 0.7622], [-7.6225, 5.5076, -0.7034], [-7.6922, 3.8573, -1.2282], [-7.8868, 3.9294, -3.5840], [-6.2774, 3.2031, -3.2048], [-6.5046, 4.5099, -4.4344], [6.1726, 4.5291, 4.1728], [5.2957, 3.9741, 5.1209], [5.5833, 2.6470, 5.5097], [4.3086, 2.0883, 6.1302], [3.1023, 2.2501, 5.2985], [3.1996, 1.3691, 4.1048], [1.8395, 0.9751, 3.5511], [1.8883, 0.4577, 2.2385], [2.6164, -0.7324, 2.0690], [6.1341, 4.0078, 3.2073], [7.1680, 4.6539, 4.6020], [5.7690, 5.5106, 3.9043], [6.3693, 2.6031, 6.2765], [5.9480, 2.0714, 4.6506], [4.0978, 2.6291, 7.0556], [4.4604, 1.0357, 6.3781], [3.2007, 3.1863, 4.9068], [3.7447, 0.4592, 4.3664], [3.7800, 1.8881, 3.3324], [1.0712, 1.7512, 3.5249], [1.3924, 0.2313, 4.2304], [2.5833, -1.3865, 2.9485], [3.6266, -0.5786, 1.6858], [2.0679, -1.3429, 1.3419], [1.0591, -7.0219, -2.6472], [1.4725, -6.6707, -1.3216], [2.4119, -5.6099, -1.3303], [1.7294, -4.2518, -1.2395], [0.7854, -3.8435, -2.3174], [1.4168, -3.5960, -3.6075], [0.2931, -3.4140, -4.6365], [-0.2215, -4.6720, -4.9996], [-1.2238, -4.5602, -5.9970], [0.5013, -7.9545, -2.5783], [1.9781, -7.1450, -3.2244], [0.3929, -6.3031, -3.1229], [3.0736, -5.6094, -2.2044], [3.0374, -5.6621, -0.4370], [2.3951, -3.4265, -0.9654], [1.0479, -4.2519, -0.3856], [0.1830, -4.6564, -2.3650], [2.0803, -4.3850, -3.9790], [1.9253, -2.6326, -3.5528], [0.6661, -2.8640, -5.5112], [-0.4487, -2.7683, -4.1474], [-2.1480, -4.1461, -5.5888], [-1.4451, -5.5687, -6.3574], [-0.7780, -4.0605, -6.8627], [-2.4982, -7.2523, -0.1717], [-2.9291, -5.9379, -0.3717], [-2.0718, -5.0125, 0.2521], [-2.3924, -3.6038, -0.2037], [-1.3877, -2.6158, 0.1699], [-1.8701, -1.2878, -0.1661], [-0.7617, -0.2479, -0.0663], [-1.3886, 1.0034, -0.1398], [-0.5219, 2.1124, 0.0052], [-1.5527, -7.4837, -0.6863], [-3.2243, -7.9190, -0.6381], [-2.3502, -7.5260, 0.8785], [-0.9978, -5.2077, 0.1066], [-2.1881, -5.1186, 1.3401], [-3.3601, -3.3486, 0.2519], [-2.6870, -3.5097, -1.2602], [-0.5007, -2.7558, -0.3036], [-2.6737, -0.9039, 0.4716], [-2.3041, -1.2469, -1.1797], [-0.0230, -0.4047, -0.8629], [-0.2909, -0.4124, 0.9125], [-0.8992, 2.9188, -0.6220], [0.4813, 1.8645, -0.3680], [-0.4006, 2.3958, 1.0544], [2.8200, -1.6874, 6.7769], [3.2100, -2.9382, 6.2647], [4.5484, -3.3222, 6.6028], [4.9266, -4.5415, 5.7775], [5.4050, -4.3115, 4.4195], [4.3473, -3.8877, 3.4827], [3.2466, -4.8953, 3.3371], [2.4693, -4.4717, 2.2181], [1.2125, -5.1256, 2.2039], [3.2857, -1.3886, 7.7246], [1.7488, -1.6842, 6.9817], [3.0579, -0.9144, 6.0344], [4.4600, -3.6530, 7.6477], [5.2886, -2.5175, 6.5432], [4.0798, -5.2241, 5.7662], [5.7360, -5.0223, 6.3378], [6.1591, -3.6390, 4.4402], [4.8088, -3.6631, 2.5148], [4.0450, -2.8738, 3.7818], [2.5976, -4.8864, 4.2177], [3.6807, -5.8928, 3.2121], [0.6738, -4.6157, 1.4063], [0.6139, -4.8590, 3.0821], [1.2440, -6.1977, 2.0070]], "forces_ev_per_angstrom": [[0.62, 1.69, -1.20], [-1.29, -0.99, 0.63], [0.45, 0.16, -0.94], [0.72, 0.16, -0.02], [-0.20, -0.38, 0.44], [0.40, -0.66, 0.07], [-0.45, 0.01, 0.08], [0.04, 0.01, 0.07], [-0.03, 0.11, 0.08], [0.00, 0.03, 0.13], [0.05, -0.14, 0.46], [-0.17, -0.02, 0.06], [1.21, 1.09, 0.53], [-1.36, -0.97, -0.04], [0.36, 0.23, 1.01], [0.87, 0.23, -0.13], [-0.02, -0.20, -0.23], [-0.40, -0.33, -0.32], [-0.16, -0.29, 0.23], [0.00, 0.09, -0.39], [-0.03, 0.03, -0.10], [-0.28, 0.26, -0.10], [-0.03, -0.08, -0.54], [-0.35, -0.02, 0.20], [-0.26, -0.66, -0.25], [0.40, 0.72, 0.68], [-0.32, 0.11, 0.57], [0.32, 0.44, -0.08], [0.03, 0.04, 0.14], [-0.05, -0.10, 0.08], [-0.02, 0.20, -0.15], [-0.29, -0.03, -0.14], [0.29, -0.14, -0.53], [0.12, -0.27, 0.06], [0.00, 0.02, -0.08], [-0.15, -0.35, -0.17], [-1.05, -0.86, -0.02], [1.28, -0.16, 0.11], [-0.61, 0.88, 0.16], [-0.19, 0.18, 0.78], [0.17, 0.56, -0.21], [0.27, 0.30, -0.13], [0.09, 0.19, 0.24], [-0.30, -0.11, -0.18], [0.44, 0.04, -0.05], [-0.05, -0.24, -0.25], [0.06, -0.58, -0.08], [-0.14, -0.30, -0.38], [0.65, 0.27, -0.71], [0.32, 0.34, 0.79], [-0.37, 0.69, 0.19], [0.40, 0.05, -0.26], [0.02, 0.22, 0.17], [-0.29, -0.30, -0.05], [-0.12, -0.24, 0.56], [-0.33, -0.32, -0.68], [-0.15, -0.49, 0.07], [0.08, -0.09, -0.20], [-0.04, -0.02, 0.10], [0.20, -0.27, 0.09], [0.58, -0.34, 0.58], [-0.44, 1.20, 0.46], [0.63, -0.32, -0.26], [-0.08, -0.56, -0.26], [0.41, 0.23, -0.40], [-0.52, 0.23, -0.47], [-0.48, -0.16, 0.10], [0.31, -0.29, -0.07], [-0.11, -0.12, 0.08], [-0.12, 0.22, 0.06], [-0.18, -0.02, 0.16], [0.00, 0.03, -0.01], [0.22, 0.17, -0.48], [0.05, -0.34, 0.48], [0.13, 0.55, -0.48], [0.25, 0.51, 0.79], [-0.37, -0.16, -0.24], [0.29, 0.45, 0.29], [0.11, 0.01, -0.29], [-0.10, -0.16, 0.25], [-0.26, 0.02, -1.23], [-0.06, 0.09, 0.03], [0.00, -0.02, 0.09], [-0.12, -0.21, 0.10], [-0.27, 0.00, -0.02], [-0.08, -0.10, 0.03], [-0.15, -0.26, -0.12], [0.19, -0.32, -0.25], [0.04, -0.01, 0.06], [0.01, 0.16, -0.03], [-0.25, -0.23, -0.13], [0.04, -0.40, 0.05], [0.14, 0.13, 0.24], [0.14, 0.15, 0.16], [0.20, -0.19, 0.23], [-0.18, 0.11, 0.53], [0.13, 0.37, 0.28], [0.33, -0.34, -0.28], [-1.22, -0.38, -0.40], [0.08, 0.54, -0.22], [0.56, 0.26, -0.20], [-0.83, 0.40, 0.45], [0.78, 0.01, -0.26], [-0.15, -0.37, 0.36], [-0.44, 0.54, -0.38], [-0.20, -0.25, 0.04], [0.17, -0.12, -0.17], [-0.08, 0.03, 0.21], [0.25, 0.20, -0.08], [0.00, 0.04, 0.04], [-0.01, 0.07, 0.68], [0.04, -0.02, -0.31], [0.27, -0.26, 0.29], [0.08, -0.11, 0.11], [0.33, -0.23, -0.31], [0.07, 0.02, -0.08], [-0.50, -0.11, -0.13], [0.23, -0.33, 0.17], [0.17, 0.02, 0.20], [-0.03, -0.16, -0.06], [0.53, 0.03, 0.34], [0.21, -0.23, 0.25], [-1.25, -1.56, -0.21], [0.50, 0.44, -1.21], [-0.20, 0.40, 0.52], [-0.33, -0.11, 0.26], [0.34, -0.64, 0.50], [0.02, 0.41, -0.42], [-0.52, 0.38, 0.27], [-0.26, 0.25, 0.21], [-0.14, -0.26, -0.39], [-0.14, 0.34, -0.14], [-0.05, 0.46, -0.12], [0.69, 0.44, 0.18], [0.04, -0.03, 0.54], [0.05, -0.17, 0.03], [0.01, -0.19, 0.00], [-0.27, 0.34, -0.29], [0.05, -0.15, -0.02], [0.28, 0.38, -0.32], [0.06, -0.03, -0.05], [0.04, -0.33, 0.20], [-0.07, -0.22, -0.31], [0.43, 0.05, 0.16], [-0.65, 0.59, -0.17], [-0.10, -0.04, -0.03], [0.02, 0.01, 0.21], [-0.52, 0.28, -0.04], [0.75, -0.82, -0.65], [-0.05, 0.78, 0.09], [-0.54, -0.50, 0.42], [0.03, 0.31, -0.18], [-0.77, -0.94, -0.19], [0.47, -0.50, 0.26], [0.21, -0.16, -0.35], [0.13, 0.09, 0.39], [0.12, 0.18, -0.09], [-0.20, -0.09, -0.08], [0.25, -0.03, 0.08], [-0.07, -0.01, 0.04], [-0.53, 0.18, 0.27], [0.02, -0.03, 0.00], [-0.04, -0.25, -0.23], [0.51, 0.50, 0.00], [0.17, -0.14, -0.03], [0.34, 0.36, 0.26], [0.11, 0.05, 0.27], [0.18, 0.18, -0.26], [0.33, -0.29, 0.63], [-0.08, 0.20, -0.51], [-0.02, 1.09, 0.26], [-1.31, 0.96, 0.49], [1.20, -0.62, 0.62], [-1.29, 0.17, -0.59], [0.70, 0.43, 0.43], [-0.24, -0.01, 0.08], [0.57, -0.92, -0.08], [0.24, -0.14, 0.05], [-0.27, -0.17, -0.44], [0.15, 0.16, -0.07], [-0.05, -0.44, -0.06], [-0.03, -0.38, 0.01], [0.43, -0.17, -0.51], [0.29, -0.46, 0.21], [-0.41, 0.26, -0.46], [0.20, 0.06, 0.17], [0.32, -0.16, 0.05], [0.01, -0.20, -0.13], [-0.29, -0.16, -0.16], [0.07, 0.45, -0.27], [-0.02, -0.04, 0.25], [-0.52, 0.53, 0.05], [0.24, -0.86, -0.50], [0.41, 0.25, -0.22], [0.55, 0.16, 0.42], [-1.07, 0.13, -0.01], [-0.70, 0.23, 0.56], [0.02, 0.94, -0.84], [-0.37, -0.75, 0.50], [-0.04, 0.30, -0.21], [0.57, -0.42, -0.32], [0.10, 0.39, 0.06], [-0.23, 0.10, 0.25], [-0.23, 0.19, 0.10], [-0.11, -0.34, -0.57], [-0.11, 0.32, 0.07], [0.26, 0.29, 0.40], [0.63, -0.55, -0.26], [-0.12, -0.30, -0.19], [0.01, -0.54, 0.32], [0.13, -0.10, -0.06], [0.07, 0.21, 0.00], [0.31, 0.29, -0.10], [-0.18, 0.17, 0.31], [-0.03, -0.01, 0.01], [-0.20, 0.15, 0.01], [-0.06, 0.52, -0.12], [0.40, 0.15, -0.07], [-1.29, -0.71, 0.53], [0.77, 0.37, 0.20], [-0.54, -0.66, -0.14], [1.57, 1.43, 0.31], [-0.28, 0.76, -0.12], [0.07, -0.88, 0.43], [-0.52, 1.36, -0.53], [0.29, -0.37, -0.05], [-0.04, -0.13, -0.29], [-0.16, 0.12, 0.16], [0.54, 0.14, 0.09], [-0.14, 0.16, -0.24], [0.01, -0.07, 0.02], [-0.05, -0.17, -0.11], [-0.01, 0.04, -0.13], [0.04, -0.65, -0.12], [-0.95, -0.34, 0.09], [0.04, -0.12, 0.08], [-0.10, -0.07, -0.16], [-0.09, -0.39, -0.13], [0.26, -0.44, 0.35], [0.18, -0.07, 0.15]], "largest_force_ev_per_a": 2.164, "orbital_gap_ev": 8.71, "charge": 0, "relative_energy_kj_mol": 21.8, "e_tot_ev": -116070.7565}